Below is a cluster of 2 separate species, C32H37Cl4N2O2P in total in a non-equilibrium geometry, with properties calculated with wB97M-V/def2-TZVPD.

Output
- Maximum force: 0.07124 Eh/bohr
- M: 654.446 g/mol
- SMILES: CC(C)c1cccc(C(C)C)c1N1C=CN(c2c(C(C)C)cccc2C(C)C)P1.O=C1C(=O)C(Cl)=C(Cl)C(Cl)=C1Cl
- Electronic energy: -3683.6125 a.u.
- LUMO level: -2.67 eV
- Gap between HOMO and LUMO: 3.91 eV

```
! wB97M-V def2-TZVPD RIJCOSX def2/J DEFGRID3
* xyz 0 1
Cl 6.0646 -5.5904 -3.3338
Cl 2.5573 -1.9276 -5.1772
Cl 6.3565 -3.8720 -0.6696
Cl 4.1811 -4.5266 -5.5909
P 0.2920 0.6000 -0.2822
O 2.2786 -1.4569 -2.0820
O 5.1612 -1.1145 -1.3189
N 0.1654 0.0497 1.3758
N -1.3226 -0.0269 -0.5561
C 5.2824 -3.4241 -1.9147
C -1.5315 -2.5130 -3.6433
C 2.1794 0.1934 2.8099
C 3.2811 -2.0117 -2.5567
C -1.7844 -0.7642 0.5139
C -4.1527 1.0521 -3.5447
C -3.7492 3.4220 0.0103
C -1.0400 -1.1205 -3.2443
C -3.1351 0.1442 -3.8369
C 0.8499 1.9745 4.5011
C -2.2462 0.4019 -1.5934
C -0.2258 -0.4595 -4.3419
C 0.2176 1.5426 3.3369
C -3.4307 1.9272 0.1068
C 4.2510 -3.7008 -4.0973
C -3.2829 1.2917 -1.2826
C 3.1795 -2.1255 2.5379
C 4.2762 -0.1005 1.5002
C -0.9626 -0.7136 1.5869
C 2.9538 -0.7592 1.8909
C -1.1954 2.0691 3.0385
C 4.6526 -2.1014 -1.8563
C 2.7847 0.6357 3.9887
C -1.2899 3.5853 3.2456
C 2.1414 1.5524 4.8198
C -4.5227 1.2295 0.9160
C -2.1813 -0.1803 -2.8681
C 5.1473 -4.1730 -3.0738
C -4.2372 1.5889 -2.2583
C -2.2413 1.3784 3.9133
C 0.8782 0.6294 2.4990
C 3.4108 -2.6204 -3.8694
H 3.7796 0.2590 4.2415
H -4.7616 3.5558 -0.3837
H -3.2455 1.7696 3.7008
H -3.0586 -0.3158 -4.8235
H -1.1259 -1.1712 2.5493
H 3.6053 -2.8280 1.8152
H -4.3175 0.1631 1.0542
H 0.7571 -0.9356 -4.4053
H -2.0926 -2.4747 -4.5836
H -2.7332 -1.2673 0.4426
H -2.1865 -2.9311 -2.8683
H 4.7727 -0.6422 0.6929
H -3.0536 3.9350 -0.6599
H 0.9332 -0.6457 -0.7047
H 3.8737 -2.0422 3.3791
H 0.3188 2.6539 5.1630
H -1.2087 3.8187 4.3124
H 4.9428 -0.0430 2.3696
H -5.4780 1.3299 0.3875
H 2.6356 1.9309 5.7129
H -2.2583 3.9690 2.8969
H -2.4697 1.8115 0.6301
H 2.2371 -2.5443 2.9100
H 4.0952 0.9221 1.1480
H -0.4865 4.1103 2.7211
H -4.8782 1.3280 -4.3058
H -2.0190 1.5814 4.9676
H -1.4159 1.8546 1.9829
H 2.3596 -0.9056 0.9809
H -5.0548 2.2550 -2.0029
H -0.4011 -1.2330 -2.3622
H -0.0671 0.6059 -4.1357
H -3.7131 3.8963 0.9994
H -0.6823 -3.1887 -3.7814
H -0.7294 -0.5584 -5.3097
H -4.6337 1.6973 1.9029
H -2.2508 0.2940 3.7665
*
```